121
Properties=species:S:1:pos:R:3:forces:R:3:lowdin_charge:R:1 method="wB97M-V/def2-TZVPD" gap_ev=6.9 homo_ev=-6.58 total_energy_ha=-5052.8224
Ir 0.4793 1.5064 -0.2820 -1.3 -1.6 0.2 1.282
C -1.7998 -4.7568 -4.4460 0.0 0.0 0.0 -0.065
C -2.3621 -3.9586 -3.2696 0.1 0.0 0.1 -0.555
C -2.4764 -4.8966 -2.0604 0.0 0.0 0.0 -0.044
C -3.7635 -3.4610 -3.6516 0.0 0.0 0.0 -0.047
C -1.4860 -2.7539 -2.9184 0.0 0.0 0.0 -0.173
C -1.8584 -1.9068 -1.8894 0.1 -0.1 0.0 -0.072
C -1.1215 -0.7660 -1.6064 -0.2 -0.2 -0.1 -0.397
Se -1.8439 0.5261 -0.3882 0.6 0.3 0.1 1.236
C -1.6318 0.0775 1.4636 -0.2 -0.2 0.1 -0.395
C -2.4960 -0.8318 2.0541 0.1 -0.1 0.0 -0.070
C -2.4996 -1.0151 3.4268 0.0 0.0 0.0 -0.172
C -1.5833 -0.2611 4.1658 0.1 -0.1 0.0 0.031
C -0.7155 0.6761 3.6163 -0.1 0.0 0.0 -0.100
C -0.7710 0.9004 2.2196 -0.1 0.1 -0.1 -0.381
O -0.0712 1.8818 1.6703 0.6 0.2 0.2 -0.302
C 0.2497 1.4900 4.4854 0.0 0.0 0.0 -0.525
C -0.1529 2.9726 4.4523 0.0 0.0 -0.1 -0.034
C 1.6947 1.3285 3.9828 0.0 0.0 0.0 -0.031
C 0.2218 1.0355 5.9477 0.0 0.0 0.0 -0.070
C -3.5361 -1.9406 4.0682 0.1 0.0 0.0 -0.556
C -4.9389 -1.3993 3.7562 0.0 0.0 0.0 -0.047
C -3.3789 -2.0163 5.5869 0.0 0.0 0.0 -0.066
C -3.4083 -3.3596 3.4991 0.0 0.0 0.0 -0.045
C -0.0068 -0.3739 -2.3778 -0.1 0.1 0.0 -0.378
O 0.6199 0.7790 -2.1957 0.6 0.0 0.0 -0.287
C 0.4143 -1.2572 -3.4037 -0.1 0.0 -0.1 -0.100
C -0.3391 -2.4021 -3.6364 0.0 0.0 0.0 0.031
C 1.6503 -0.9270 -4.2488 0.0 0.0 0.0 -0.523
C 1.4136 0.3712 -5.0345 0.0 0.0 0.0 -0.035
C 1.9640 -2.0323 -5.2611 0.0 0.0 0.0 -0.069
C 2.8863 -0.7696 -3.3477 0.0 0.0 0.0 -0.030
H -2.4918 -5.5616 -4.7013 0.0 0.0 0.0 0.084
H -0.8362 -5.2099 -4.2024 0.0 0.0 0.0 0.089
H -1.6731 -4.1346 -5.3337 0.0 0.0 0.0 0.086
H -3.0751 -5.7747 -2.3150 0.0 0.0 0.0 0.085
H -2.9492 -4.4010 -1.2107 0.0 0.0 0.0 0.077
H -1.4909 -5.2371 -1.7415 0.0 0.0 0.0 0.072
H -4.3990 -4.2999 -3.9452 0.0 0.0 0.0 0.084
H -3.7074 -2.7618 -4.4882 0.0 0.0 0.0 0.091
H -4.2455 -2.9480 -2.8181 0.0 0.0 0.0 0.077
H -2.7332 -2.1250 -1.2874 0.0 0.0 0.0 0.104
H -3.1705 -1.3982 1.4218 0.0 0.0 0.0 0.104
H -1.5414 -0.4187 5.2325 0.0 0.0 0.0 0.085
H -0.0261 3.3874 3.4537 0.0 0.0 0.0 0.063
H 0.4677 3.5430 5.1476 0.0 0.0 0.0 0.085
H -1.1978 3.0911 4.7487 0.0 0.0 0.0 0.090
H 1.7892 1.5794 2.9284 0.0 0.0 0.0 0.070
H 2.0413 0.3018 4.1306 0.0 0.0 0.0 0.085
H 2.3567 1.9848 4.5536 0.0 0.0 0.0 0.088
H -0.7562 1.1895 6.4088 0.0 0.0 0.0 0.085
H 0.9478 1.6226 6.5130 0.0 0.0 0.0 0.085
H 0.4938 -0.0174 6.0505 0.0 0.0 0.0 0.088
H -5.0365 -0.3673 4.0986 0.0 0.0 0.0 0.091
H -5.7010 -2.0023 4.2554 0.0 0.0 0.0 0.083
H -5.1421 -1.4166 2.6842 0.0 0.0 0.0 0.078
H -3.4884 -1.0359 6.0541 0.0 0.0 0.0 0.087
H -2.4078 -2.4273 5.8717 0.0 0.0 0.0 0.088
H -4.1506 -2.6692 5.9990 0.0 0.0 0.0 0.085
H -3.5354 -3.3735 2.4155 0.0 0.0 0.0 0.075
H -4.1675 -4.0130 3.9359 0.0 0.0 0.0 0.085
H -2.4278 -3.7793 3.7251 0.0 0.0 0.0 0.075
H -0.0170 -3.0608 -4.4276 0.0 0.0 0.0 0.084
H 0.5296 0.2788 -5.6704 0.0 0.0 0.0 0.090
H 2.2754 0.5799 -5.6725 0.0 0.0 0.0 0.085
H 1.2717 1.2129 -4.3585 0.0 0.0 0.0 0.064
H 1.1548 -2.1763 -5.9805 0.0 0.0 0.0 0.085
H 2.1679 -2.9863 -4.7697 0.0 0.0 0.0 0.088
H 2.8575 -1.7516 -5.8215 0.0 0.0 0.0 0.086
H 2.7249 -0.0277 -2.5697 0.0 0.0 0.0 0.068
H 3.7428 -0.4521 -3.9481 0.0 0.0 0.0 0.091
H 3.1490 -1.7210 -2.8768 0.0 0.0 0.0 0.088
C 2.3286 4.2720 -2.2709 0.0 0.1 0.0 -0.154
Si 2.7413 3.8224 -0.4895 0.0 -0.1 0.1 0.432
C 4.4936 4.4426 -0.2081 0.1 0.0 0.0 -0.194
C 1.7161 4.7742 0.7717 -0.1 0.1 0.0 -0.161
N 2.4419 2.1301 -0.2360 0.1 0.3 0.0 -0.180
C 3.3619 1.1229 -0.0869 0.0 0.2 -0.1 -0.301
C 4.7482 1.2659 -0.2742 0.0 -0.1 0.0 -0.034
C 5.6301 0.2214 -0.0583 0.0 0.0 0.0 -0.096
C 5.1726 -1.0217 0.3463 0.0 0.0 0.0 -0.099
C 3.8065 -1.2089 0.5116 0.0 0.0 0.0 -0.018
C 2.9417 -0.1596 0.2780 0.1 0.0 0.1 -0.184
O 1.5375 -0.2948 0.4303 0.2 -0.1 -0.1 -0.121
C 1.1218 -1.6186 0.6804 -0.3 0.1 0.0 -0.262
C 0.7818 -1.9665 1.9702 0.0 0.0 0.0 0.008
C 0.3654 -3.2646 2.2278 0.0 0.0 0.0 -0.060
C 0.3098 -4.1970 1.2029 0.0 0.0 0.0 -0.072
C 0.7001 -3.8352 -0.0803 0.0 0.0 0.0 -0.058
C 1.1189 -2.5423 -0.3463 0.0 0.0 0.0 -0.009
H 1.7787 5.2132 -2.3539 0.0 0.0 0.0 0.031
H 1.7422 3.4848 -2.7399 0.1 0.0 0.0 -0.002
H 3.2497 4.3758 -2.8493 0.0 0.0 0.0 0.030
H 4.4260 5.5316 -0.1225 0.0 0.0 0.0 0.034
H 5.1687 4.2202 -1.0359 0.0 0.0 0.0 0.025
H 4.9416 4.0651 0.7129 0.0 0.0 0.0 0.038
H 1.0778 5.5369 0.3186 0.0 0.0 0.0 0.028
H 2.3805 5.2798 1.4760 0.0 0.0 0.0 0.033
H 1.0893 4.0918 1.3457 0.1 0.0 0.1 -0.007
H 5.1306 2.2156 -0.6058 0.0 0.0 0.0 0.067
H 6.6890 0.3862 -0.2140 0.0 0.0 0.0 0.101
H 5.8554 -1.8414 0.5214 0.0 0.0 0.0 0.096
H 3.4239 -2.1723 0.8144 0.1 0.0 0.0 0.117
H 0.8464 -1.2329 2.7584 0.0 0.1 0.0 0.112
H 0.0862 -3.5390 3.2361 0.0 0.0 0.0 0.103
H -0.0137 -5.2100 1.4068 0.0 0.0 0.0 0.104
H 0.6804 -4.5586 -0.8842 0.0 0.0 0.0 0.102
H 1.4440 -2.2550 -1.3353 0.0 0.0 0.0 0.113
N -2.8721 6.2512 -2.2624 0.0 0.0 0.0 0.133
C -2.1049 5.2187 -1.8218 0.0 0.0 0.0 -0.306
C -1.9130 4.9838 -0.4557 0.0 0.0 0.0 0.010
C -1.1099 3.9480 -0.0478 -0.1 0.1 -0.2 -0.132
N -0.4812 3.1367 -0.9167 -0.1 0.6 -0.2 -0.161
C -0.6815 3.3355 -2.2301 -0.1 0.2 0.0 -0.130
C -1.4653 4.3527 -2.7147 0.0 0.0 0.0 0.011
H -3.4064 6.7972 -1.6127 0.0 0.0 0.0 0.103
H -3.0999 6.3336 -3.2355 0.0 0.0 0.0 0.103
H -2.3959 5.6055 0.2865 0.0 0.0 0.0 0.120
H -0.9570 3.7224 0.9958 0.0 0.0 0.0 0.103
H -0.1995 2.6270 -2.8869 0.0 0.0 0.0 0.101
H -1.5836 4.4703 -3.7836 0.0 0.0 0.0 0.120